The following is a DFT calculation (the ωB97M-V functional and the def2-TZVPD basis) of a 3-piece molecular cluster, CH8NO3 overall in a non-equilibrium geometry.

Summary:
Energy relative to the best compared isomer or geometry (same formula, charge and spin) (kJ/mol): 137.17
HOMO energy (eV): -3.60
Kohn-Sham gap (Ha): 0.288
Net charge: -1

Each line ends with the Löwdin charge.
Element x y z (Å)
1 N 1.706 0.320 0.549  -0.0778
2 C 0.098 0.466 0.594  -0.5572
3 O -0.510 -0.180 -0.400  -0.3449
4 H 1.834 0.230 -0.475  -0.0055
5 H 1.801 -0.705 0.688  0.0154
6 H 0.041 1.677 0.386  0.0924
7 H -0.072 0.209 1.708  0.0824
8 H -2.743 0.453 0.178  0.0000
9 H -2.704 1.435 1.179  -0.0167
10 O -3.211 0.690 0.972  -0.0577
11 H 0.692 -0.955 -1.493  0.0687
12 H 1.452 -2.233 -2.084  -0.0733
13 O 1.617 -1.409 -1.801  -0.1258

Forces on the atoms, in the same order (eV/Å):
-1.615 -1.239 -0.751
2.424 2.205 -0.697
-0.173 -0.455 0.452
0.213 0.871 0.562
0.056 0.530 0.536
-0.223 -2.029 1.084
-0.498 0.306 -1.372
0.607 -1.029 -0.833
1.102 1.908 1.061
-1.458 -1.022 -0.210
1.800 -1.115 -0.122
-1.180 -4.539 -1.521
-1.054 5.607 1.811

The following is a DFT calculation (the ωB97M-V functional and the def2-TZVPD basis) of a 3-piece molecular cluster, CH8NO3 overall.

Summary:
Energy relative to the best compared isomer or geometry (same formula, charge and spin) (kJ/mol): 17.44
HOMO energy (eV): -3.88
Kohn-Sham gap (Ha): 0.306
Net charge: -1

Each line ends with the Löwdin charge.
Element x y z (Å)
1 N -0.277 -1.223 -1.638  -0.0161
2 C 0.623 -0.333 -0.899  -0.5188
3 O 0.031 0.483 0.015  -0.3241
4 H -0.840 -0.782 -2.346  0.0295
5 H -0.823 -1.742 -0.964  0.0308
6 H 1.285 0.256 -1.554  0.0845
7 H 1.323 -1.075 -0.436  0.0869
8 H 0.460 1.824 0.925  -0.0091
9 H 1.593 2.397 1.784  -0.0049
10 O 0.758 2.671 1.396  -0.1496
11 H -0.680 -0.434 0.982  -0.0193
12 H -2.179 -0.876 1.302  -0.0102
13 O -1.274 -1.164 1.434  -0.1796

Forces on the atoms, in the same order (eV/Å):
0.731 -0.350 -0.532
0.564 -0.250 0.735
-0.203 0.116 0.368
-0.339 0.322 0.253
-0.255 0.220 -0.098
-0.317 -0.145 -0.621
-0.091 0.251 0.189
0.169 0.434 -0.160
-0.010 0.051 0.036
-0.092 -0.519 -0.101
-0.451 -0.157 -0.269
0.062 0.154 -0.080
0.231 -0.127 0.280

The following is a DFT calculation (the ωB97M-V functional and the def2-TZVPD basis) of a 2-piece molecular cluster, CH8NO3Si overall in a non-equilibrium geometry.

Summary:
Energy relative to the best compared isomer or geometry (same formula, charge and spin) (kJ/mol): 136.10
HOMO energy (eV): -15.23
Kohn-Sham gap (Ha): 0.430
Net charge: +1

Each line ends with the Löwdin charge.
Element x y z (Å)
1 C 1.745 -1.195 2.036  -0.0134
2 N 1.009 -0.914 0.752  0.1335
3 O -0.673 0.892 -0.200  -0.2518
4 O -2.989 0.679 -1.515  0.0246
5 O -1.154 2.308 -2.485  0.0143
6 Si -1.589 1.345 -1.313  0.3156
7 H 2.359 -2.097 2.023  0.1054
8 H 1.116 -1.380 2.876  0.0953
9 H 1.923 -0.717 0.233  0.1954
10 H 0.411 -1.676 0.485  0.1548
11 H 0.477 -0.058 0.605  0.0597
12 H 2.506 -0.460 1.978  0.0892
13 H -3.442 0.790 -2.284  0.0346
14 H -1.700 2.483 -3.191  0.0429

Forces on the atoms, in the same order (eV/Å):
0.026 -0.822 -0.264
3.509 -0.546 0.227
0.497 -0.012 0.468
0.574 -1.000 3.053
2.152 -0.042 2.023
1.187 -0.322 0.469
-0.416 -0.407 -0.986
-0.469 1.008 0.711
-2.312 -1.016 -0.825
0.153 -0.502 -0.851
-1.026 1.131 0.429
0.357 1.275 1.493
-2.367 0.403 -3.309
-1.865 0.852 -2.638

The following is a DFT calculation (the ωB97M-V functional and the def2-TZVPD basis) of a 3-piece molecular cluster, CH8O2S overall in a non-equilibrium geometry.

Summary:
Energy relative to the best compared isomer or geometry (same formula, charge and spin) (kJ/mol): 55.04
HOMO energy (eV): -8.53
Kohn-Sham gap (Ha): 0.320
Structure (SMILES): CS.O.O

Each line ends with the Löwdin charge.
Element x y z (Å)
1 C 0.536 0.368 -1.612  -0.4988
2 S -1.043 1.155 -2.034  0.6231
3 H 0.529 -0.298 -0.755  -0.0114
4 H 0.800 -0.154 -2.523  0.0108
5 H 1.278 1.121 -1.341  0.0235
6 H -1.768 0.806 -0.954  -0.1864
7 H 1.495 -1.302 1.637  0.0544
8 H 1.291 0.244 1.793  0.0464
9 O 1.294 -0.484 1.189  -0.0366
10 H -0.985 -0.904 1.104  0.0204
11 H -1.586 -0.098 2.188  0.0460
12 O -1.841 -0.454 1.309  -0.0914

Forces on the atoms, in the same order (eV/Å):
0.071 0.246 0.056
-0.363 0.027 0.350
-0.490 -0.090 -0.381
0.481 -0.167 0.076
-0.002 0.040 -0.351
0.208 0.030 -0.069
0.236 -0.053 0.523
0.145 0.408 0.790
-0.266 -0.520 -0.942
-0.903 0.401 -0.272
-0.692 -0.069 -0.690
1.576 -0.252 0.912

The following is a DFT calculation (the ωB97M-V functional and the def2-TZVPD basis) of CH8O2S2 as an isolated structure in a non-equilibrium geometry.

Summary:
Energy relative to the best compared isomer or geometry (same formula, charge and spin) (kJ/mol): 435.86
HOMO energy (eV): -9.88
Kohn-Sham gap (Ha): 0.224

Each line ends with the Löwdin charge.
Element x y z (Å)
1 C 0.760 -1.199 -1.084  -0.6764
2 S -0.994 -1.125 -1.002  0.7425
3 S 1.967 0.400 0.449  0.6393
4 H 1.259 -0.178 -0.981  -0.1178
5 H 1.182 -1.590 -2.030  0.0704
6 H 1.208 -1.648 -0.183  -0.0027
7 H 2.494 1.632 0.383  -0.1861
8 H 0.141 0.316 1.656  -0.0866
9 H -1.005 -0.381 1.036  -0.1078
10 O -0.817 0.212 1.764  -0.1352
11 H -1.673 1.551 0.472  0.0056
12 H -1.423 1.253 -0.968  -0.0406
13 O -2.084 1.690 -0.400  -0.1046

Forces on the atoms, in the same order (eV/Å):
-3.677 -4.197 0.060
2.428 -0.215 -0.799
0.945 0.180 0.215
1.274 3.278 0.717
-0.081 0.612 0.312
-0.255 -0.268 -0.641
-0.104 0.226 -0.455
-0.286 0.245 0.320
-0.488 -0.571 -0.238
0.328 0.456 0.545
-0.339 0.084 0.071
-0.534 0.458 -0.040
0.789 -0.288 -0.067

The following is a DFT calculation (the ωB97M-V functional and the def2-TZVPD basis) of a 3-piece molecular cluster, CH8O2S2 overall in a non-equilibrium geometry.

Summary:
Energy relative to the best compared isomer or geometry (same formula, charge and spin) (kJ/mol): 70.06
HOMO energy (eV): -8.63
Kohn-Sham gap (Ha): 0.323
Structure (SMILES): CSS.O.O

Each line ends with the Löwdin charge.
Element x y z (Å)
1 C -2.215 1.805 0.589  -0.4868
2 S -0.992 1.547 -0.735  0.3680
3 S -1.363 -0.529 -0.909  0.3150
4 H -1.798 1.831 1.581  0.0311
5 H -3.041 1.118 0.476  0.0136
6 H -2.623 2.754 0.263  0.0160
7 H -0.756 -0.708 -2.088  -0.2039
8 H 1.840 0.467 0.384  0.0230
9 H 2.464 -0.242 -0.754  0.0391
10 O 2.660 0.005 0.158  -0.0578
11 H 2.270 -3.286 -0.014  0.0317
12 H 1.761 -1.926 0.357  -0.0169
13 O 1.795 -2.836 0.692  -0.0721

Forces on the atoms, in the same order (eV/Å):
-0.054 0.610 -1.164
-0.041 -0.803 0.210
0.267 0.103 0.119
0.107 -0.072 0.201
-0.026 -0.433 0.133
-0.123 0.443 0.605
-0.024 0.130 -0.090
0.143 0.148 0.285
0.378 0.042 -0.143
-0.674 -0.019 -0.325
-0.010 -0.210 0.186
0.078 -0.054 0.502
-0.019 0.113 -0.518

The following is a DFT calculation (the ωB97M-V functional and the def2-TZVPD basis) of a 3-piece molecular cluster, CH8O2S2 overall in a non-equilibrium geometry.

Summary:
Energy relative to the best compared isomer or geometry (same formula, charge and spin) (kJ/mol): 82.40
HOMO energy (eV): -8.85
Kohn-Sham gap (Ha): 0.341
Structure (SMILES): CSS.O.O

Each line ends with the Löwdin charge.
Element x y z (Å)
1 C -1.031 -0.916 -1.500  -0.4742
2 S -0.184 0.694 -1.595  0.3672
3 S 1.739 0.043 -1.443  0.3363
4 H -1.747 -0.912 -0.700  0.0237
5 H -0.461 -1.855 -1.565  0.0513
6 H -1.548 -0.999 -2.392  -0.0198
7 H 1.575 0.144 -0.099  -0.2153
8 H 0.421 -0.132 1.394  -0.0034
9 H 1.036 -1.463 2.002  0.0840
10 O 0.526 -1.103 1.211  -0.1485
11 H -0.010 2.217 0.791  0.0350
12 H -0.471 2.455 2.194  0.0894
13 O 0.156 1.826 1.702  -0.1257

Forces on the atoms, in the same order (eV/Å):
0.231 -0.195 0.240
-0.203 -0.687 -0.462
0.262 0.687 0.734
-0.073 -0.191 0.583
0.580 0.818 0.841
-1.549 0.170 -1.863
1.041 -0.459 -0.546
-0.131 -1.055 0.199
-1.035 0.826 -1.541
0.816 0.224 1.889
0.618 -1.129 1.088
1.400 -1.634 -0.449
-1.959 2.626 -0.714

The following is a DFT calculation (the ωB97M-V functional and the def2-TZVPD basis) of a 4-piece molecular cluster, CH8O5 overall in a non-equilibrium geometry.

Summary:
Energy relative to the best compared isomer or geometry (same formula, charge and spin) (kJ/mol): 119.65
HOMO energy (eV): -10.85
Kohn-Sham gap (Ha): 0.414
Structure (SMILES): O=CO.O.O.O

Each line ends with the Löwdin charge.
Element x y z (Å)
1 O 0.167 0.801 0.632  0.0217
2 C 1.097 1.587 0.541  -0.3344
3 O 2.308 1.398 1.080  0.1193
4 H 0.970 2.443 -0.158  0.1532
5 H 2.193 0.512 1.328  0.0441
6 H 1.216 -1.088 0.151  -0.0174
7 H 1.742 -2.406 0.673  0.0777
8 O 1.763 -1.432 0.875  -0.0842
9 H -0.295 -0.609 -0.927  -0.0711
10 H -0.654 -1.802 -1.884  0.1061
11 O 0.020 -1.345 -1.294  -0.0189
12 H -3.408 0.644 0.458  0.0501
13 H -3.738 0.248 -1.021  0.0867
14 O -3.382 1.047 -0.454  -0.1328

Forces on the atoms, in the same order (eV/Å):
0.988 0.744 0.208
-1.134 -0.141 -1.302
-1.156 2.423 -1.243
0.606 0.056 0.825
0.610 -2.978 1.409
0.100 -0.273 0.299
0.231 1.465 0.469
0.079 -1.500 -0.449
-2.728 4.824 2.119
1.281 1.323 1.419
1.106 -5.935 -3.728
0.163 0.771 -1.283
1.039 2.503 1.576
-1.184 -3.283 -0.320